Entry 1:
Entry from the Open Molecules 2025 dataset: a cluster of 8 separate species, C35H48BrF21O17S in total (ωB97M-V with the def2-TZVPD basis set).

The SMILES is C[C@@H](Br)C[C@H]1CCCS(=O)(=O)O1.CCOC(=O)C(F)(F)F.CCOC(=O)C(F)(F)F.CCOC(=O)C(F)(F)F.CCOC(=O)C(F)(F)F.CCOC(=O)C(F)(F)F.CCOC(=O)C(F)(F)F.CCOC(=O)C(F)(F)F. For the orbital gap, the calculation gives 10.27 eV.

Last column: Mulliken charge in e.
Positions of all 123 atoms, in Å:
C1 -9.65503 -3.45332 4.67944  0.976
H1 4.07765 -3.86917 -4.31677  0.287
O1 3.68437 3.19745 -1.72488  -0.515
H2 -3.34398 5.47418 4.60323  0.317
F1 -5.30631 1.32590 7.64335  -0.274
F2 4.19297 -5.30714 -2.56881  -0.241
C2 2.26754 -8.84246 -2.03539  -0.203
C3 -5.48194 5.20045 4.61059  0.008
H3 1.55179 -7.87038 -0.24955  0.305
F3 -8.33287 -3.60644 4.78290  -0.243
C4 11.98993 2.29055 -2.95636  -1.165
C5 -11.91852 -0.95809 7.52430  -1.103
H4 2.80270 -9.74399 -2.33827  0.324
H5 8.58755 2.49102 -5.99888  0.502
C6 12.07172 1.46869 -4.28602  0.009
H6 -2.40318 0.05540 -0.96677  0.336
C7 1.70951 4.63076 -0.66320  -0.215
C8 6.53248 1.51504 -3.28342  -0.167
C9 10.69172 1.21518 -5.00925  -1.127
O2 2.94944 -7.66694 -2.49952  -0.315
H7 -4.12102 5.93127 3.09687  0.402
H8 6.80373 2.22443 -2.44671  0.153
H9 11.88170 3.37637 -3.21686  0.285
H10 0.52447 3.44600 0.69287  0.363
F4 -6.04652 -2.81655 -1.37560  -0.257
H11 6.84000 3.36524 -4.52635  0.322
S1 7.64959 0.07122 -3.14636  1.189
H12 -3.92488 4.21579 3.49224  0.341
H13 -12.54068 -0.68779 8.37815  0.371
O3 -5.72105 6.46484 5.25208  -0.341
C10 -6.44643 8.69806 5.28413  0.908
H14 -7.42323 -0.77996 4.43185  0.299
H15 -10.87226 -0.91605 7.83106  0.314
C11 4.18613 -1.72309 -4.21728  0.110
C12 4.28028 -7.68021 -2.37528  0.248
F5 0.78167 -1.96210 -6.42900  -0.261
H16 -2.85180 -1.08814 -3.78244  0.313
H17 -3.37248 0.80373 -2.22551  0.358
C13 -5.31321 -2.57906 -0.28243  0.966
F6 5.63949 5.61652 -0.31822  -0.260
O4 4.91260 -8.58060 -1.91328  -0.514
H18 12.97852 2.21451 -2.43375  0.439
C14 -3.98786 -1.89762 -0.60828  0.300
C15 0.81711 -0.97384 -5.52888  0.706
H19 5.05494 -3.24764 -2.97456  0.437
H20 9.47532 2.64795 -3.74007  0.287
C16 2.06522 -8.79048 -0.53470  -1.121
F7 -5.43727 8.96915 6.12051  -0.245
C17 6.88353 2.26014 -4.64130  -0.671
H21 -4.79489 -1.93111 3.33449  0.305
H22 -6.29483 4.95401 3.92569  0.311
F8 -6.06465 -1.82230 0.53287  -0.276
F9 -0.39666 -0.91448 -4.97328  -0.174
H23 -1.38454 -0.25159 -3.24591  0.336
O5 -11.54258 -2.65458 5.82497  -0.314
O6 7.34805 -1.03411 -4.09169  -0.655
H24 12.71060 2.03769 -5.00802  0.361
H25 -12.13170 -3.10189 7.77861  0.314
F10 5.33540 5.87046 -2.42374  -0.279
O7 3.04825 -1.54450 -5.08484  -0.356
F11 -6.60933 9.77268 4.51355  -0.245
C18 4.87405 -6.39734 -2.94891  1.068
O8 3.05302 5.12946 -0.77707  -0.339
H26 6.06766 1.99172 -5.36608  0.312
H27 1.41563 4.10253 -1.57184  0.317
H28 5.07215 -1.63870 -4.84458  0.304
C19 4.15409 -3.08862 -3.56258  -1.172
O9 -5.61683 -0.57916 5.46961  -0.395
C20 -4.14006 5.20098 3.90774  -1.203
F12 6.27497 4.08661 -1.68006  -0.308
H29 -5.58202 -0.48183 2.73195  0.337
O10 9.20670 0.60398 -3.19008  -0.229
O11 -4.18248 -0.91069 -1.48595  -0.310
C21 -6.46021 -1.28316 4.53898  -0.194
Br1 13.03794 -0.23941 -3.95356  -0.168
F13 4.86727 -6.41069 -4.28992  -0.277
C22 -2.21847 -0.86497 -2.92168  -0.949
H30 10.71913 1.67195 -6.03074  0.338
O12 -6.41976 7.31934 3.29939  -0.507
H31 -1.82794 -1.81609 -2.55634  0.309
F14 -10.14022 -4.59278 4.17325  -0.277
F15 -5.14512 -3.75253 0.32605  -0.256
C23 -12.28312 -2.33759 7.01460  -0.206
C24 -6.19451 7.43502 4.46620  0.334
H32 11.22130 1.93038 -2.23812  0.260
O13 -6.25673 1.37277 4.56920  -0.526
C25 1.56233 3.75508 0.56450  -1.102
H33 8.11687 0.77755 -5.83485  0.374
F16 6.13718 -6.21172 -2.57383  -0.257
H34 -6.37033 -2.04947 2.53505  0.388
H35 1.88509 4.29205 1.45831  0.315
C26 -5.61955 0.74931 5.36562  0.424
H36 1.06327 5.50392 -0.57423  0.317
H37 -6.65347 -2.25838 4.97441  0.315
C27 -3.01417 -0.15374 -1.84674  -0.348
H38 -13.33697 -2.36259 6.73754  0.317
C28 1.91630 -1.17044 -4.49014  0.495
H39 1.30053 -8.85682 -2.53830  0.314
H40 10.61504 0.10861 -5.18323  0.434
C29 3.93477 4.29763 -1.33222  0.449
C30 -10.30356 -3.11366 6.01766  0.302
F17 -3.55725 0.72416 6.55569  -0.261
O14 -9.79072 -3.26748 7.08431  -0.506
H41 -12.05212 -0.21226 6.73854  0.303
F18 -7.55164 8.58185 6.03245  -0.252
C31 9.42050 1.62795 -4.19717  0.439
O15 -2.93524 -2.18255 -0.12286  -0.507
C32 -4.72554 1.36302 6.43798  0.787
C33 -5.76616 -1.44883 3.20278  -0.996
F19 0.98666 0.16490 -6.21598  -0.281
F20 -9.86190 -2.50528 3.75763  -0.258
C34 8.22929 1.72561 -5.25785  -1.060
O16 7.44645 -0.47512 -1.76850  -0.730
F21 -4.44157 2.64304 6.18272  -0.206
H42 2.18276 2.86092 0.48673  0.309
H43 5.45558 1.25133 -3.22159  0.360
H44 3.02101 -8.79992 -0.00866  0.317
O17 1.78768 -0.98183 -3.31695  -0.538
H45 1.47580 -9.64378 -0.19721  0.380
H46 -5.48512 4.44928 5.39574  0.193
H47 3.28784 -3.18807 -2.90822  0.324
H48 4.23717 -0.92294 -3.47601  0.036
C35 5.30043 4.96838 -1.43493  0.884


Entry 2:
Entry from the Open Molecules 2025 dataset: a structure of composition C49H54ClCrN7O4P2S (ωB97M-V with the def2-TZVPD basis set).

For the orbital gap (alpha / beta), the calculation gives 7.02 / 7.75 eV. As for the net charge: +1. Its spin multiplicity is 2.

Last column: Mulliken charge in e.
Positions of all 119 atoms, in Å:
H1 -3.59348 -3.61836 -0.26165  0.447
C1 -4.10732 -0.02601 4.24074  -1.115
C2 -4.18230 -0.58633 5.48839  -0.248
O1 -0.21697 1.46942 3.77366  -0.913
H2 4.80282 6.19070 -1.04166  0.391
H3 1.69022 2.02995 1.71896  0.467
H4 2.66706 5.52695 -2.23776  0.846
P1 -1.09911 -1.52056 -0.77574  1.960
C3 -4.78837 -0.10478 -1.98123  -1.234
C4 -3.58343 -0.25083 -1.30323  -0.051
H5 1.20371 -3.04225 1.08941  0.311
C5 -1.38260 -6.78686 0.71993  -0.595
H6 -1.44853 0.01780 -3.28149  0.413
H7 0.46724 5.43143 0.73238  0.383
C6 -0.01064 -1.16778 -2.19327  0.625
H8 2.33419 -0.48184 -5.19283  0.448
N1 -0.45996 3.33674 -0.28019  -0.908
H9 3.11580 3.07875 -2.29284  0.643
H10 5.22225 5.19019 1.84342  0.447
H11 0.04878 0.44411 -5.17226  0.475
C7 3.93806 3.23975 0.55520  -1.705
H12 -1.78617 -4.47033 3.52495  0.409
C8 4.82883 5.12448 -0.80687  -1.847
Cl1 0.08358 4.32802 -7.89271  -0.210
C9 -3.17180 -1.45235 5.93198  -0.999
C10 3.81650 4.74315 0.28030  2.157
H13 -1.30086 -2.37933 5.31955  0.590
Cr1 -0.50083 -0.42880 1.63053  -0.425
C11 -1.17484 -8.06860 0.23526  -0.735
C12 -5.15387 -1.02087 -2.95043  -0.631
C13 0.88712 2.22648 1.03478  -0.716
C14 -4.93156 -3.80783 1.39515  -0.675
C15 2.38481 0.81064 4.59032  -1.743
H14 1.59558 4.65200 1.84063  0.453
H15 3.64880 -1.55503 3.92600  0.394
C16 -2.73076 -1.30967 -1.58152  1.049
C17 -0.80186 2.08171 -0.21198  -0.760
H16 -4.01986 -4.51443 4.57854  0.466
H17 3.12142 -1.85405 -3.28824  0.487
C18 -2.54234 -4.06149 1.56057  0.275
H18 -0.43314 3.10577 -3.24200  0.331
H19 -1.72894 -8.89584 0.65766  0.414
H20 1.63550 -2.29244 -1.38761  0.431
N2 0.00236 1.33185 0.59729  0.942
N3 1.31292 -1.28026 1.70101  1.140
H21 0.79078 -5.11594 -1.27564  0.375
H22 -3.19242 -1.89360 6.91589  0.480
P2 -0.86042 -4.03129 0.87601  0.284
C19 -3.92510 -4.31377 3.51951  -0.678
H23 -5.81096 -3.60708 0.79870  0.460
N4 -2.09578 -1.17681 3.86239  0.600
C20 1.62451 0.19881 3.46214  -0.010
N5 0.63413 3.41233 0.51396  1.314
H24 -3.34124 0.46570 -0.53482  0.138
C21 4.20321 5.46866 1.57310  -1.799
C22 -0.68448 -5.70859 0.18149  0.515
C23 1.68271 -0.66881 -4.35046  -0.624
H25 3.56338 5.19171 2.41241  0.319
H26 2.69542 4.53143 -6.78517  0.434
C24 -0.44415 -0.38541 -3.26384  -0.475
C25 -4.30371 -2.07791 -3.25412  -0.871
H27 -5.43923 0.72440 -1.74082  0.487
C26 0.22738 -5.93919 -0.84832  -0.158
C27 0.25913 3.41352 -4.01375  0.289
C28 2.38100 5.15779 -0.16759  2.679
H28 -2.10535 -6.62900 1.51000  0.317
C29 -5.05509 -4.05855 2.75412  -0.700
C30 1.28104 -1.69065 -2.21310  -0.305
C31 2.46625 4.00421 -4.71196  -0.234
O2 -1.08065 -1.52911 3.07212  0.191
C32 2.01702 4.22340 -6.00315  -0.981
H29 -6.09372 -0.91363 -3.47493  0.417
C33 2.02785 4.86686 -1.64242  -1.893
H30 1.13173 -7.38393 -2.14039  0.429
H31 3.33162 1.24034 4.25529  0.284
C34 -0.27194 -8.28926 -0.79401  -0.518
H32 4.16093 6.54918 1.46517  0.391
H33 2.89088 7.00452 -0.61739  0.568
H34 -6.03238 -4.05448 3.21689  0.412
H35 -1.26405 3.54290 -5.52939  0.436
S1 -2.77434 0.31366 1.83138  -0.385
H36 -0.11432 -9.28971 -1.17244  0.390
C35 2.09608 3.47152 -2.28440  0.804
H37 2.61981 0.07886 5.36578  0.404
H38 -1.30372 -3.73409 -1.41401  0.477
H39 3.42207 2.97375 1.47925  0.142
C36 -2.13264 -1.73123 5.09299  -0.309
H40 3.51653 4.15051 -4.48940  0.439
C37 -3.02326 -0.31360 3.39617  0.602
H41 -2.44258 -3.02150 -2.87343  0.379
O3 1.82087 -2.30444 0.90210  -0.788
H42 1.78135 1.59775 5.03559  0.435
C38 -3.10248 -2.21231 -2.58280  -0.973
H43 -5.01327 -0.34800 6.13639  0.420
H44 -1.63476 1.68086 -0.76085  0.318
C39 1.59960 3.59445 -3.70289  -0.801
H45 3.57210 2.61268 -0.25561  0.125
H46 -4.85824 0.66034 3.87878  0.507
N6 0.39243 0.57296 3.14896  1.343
H47 4.67801 4.57036 -1.73362  0.280
H48 3.67145 -2.30759 2.31014  0.464
C40 3.49801 -1.39065 2.85952  -1.953
C41 0.39944 -0.14499 -4.33754  -0.945
C42 0.67084 4.04764 -6.28245  0.383
H49 4.98847 2.99056 0.71396  0.640
C43 2.12595 -0.85325 2.62805  0.660
H50 5.83843 4.90886 -0.45687  0.512
C44 -2.67289 -4.30067 2.92558  -0.268
H51 4.23252 -0.64418 2.54874  0.285
C45 1.26681 4.69609 0.80288  -2.865
H52 1.01419 5.25001 -1.79335  0.232
C46 0.42685 -7.22102 -1.33653  -0.743
N7 -0.98027 -3.19744 -0.61536  -0.406
H53 1.48430 2.74982 -1.74683  -0.603
O4 2.25531 6.57925 -0.03148  -0.727
H54 -4.57322 -2.78907 -4.02313  0.443
C47 -3.68048 -3.81802 0.79821  -0.218
C48 2.12222 -1.44036 -3.28488  -1.081
C49 -0.21352 3.65053 -5.29567  -1.082


Entry 3:
Entry from the Open Molecules 2025 dataset: the ion C10H19O3 with charge -1 (ωB97M-V with the def2-TZVPD basis set).

The SMILES is CCCCC[C@@H](O)CCCC(=O)[O-]. For the orbital gap, the calculation gives 7.65 eV. As for the net charge: -1. As for the relative energy (zero: lowest compared OMol25 entry of this formula, charge and spin): 3.4 kJ/mol.

Last column: Mulliken charge in e.
Positions of all 32 atoms, in Å:
H1 -5.04983 -0.50348 -1.03070  0.285
C1 -1.62794 -0.73861 -0.33290  -0.546
H2 -3.55128 -0.68777 1.62644  0.310
H3 -2.08489 -1.43587 -1.03933  0.312
H4 2.27457 0.16413 -1.18734  0.350
H5 0.09851 1.19559 0.67068  0.072
C2 -3.86575 -0.13436 0.73919  -0.511
O1 5.40997 -1.34878 -0.31867  -0.758
H6 2.66314 0.95292 1.47308  0.299
C3 4.34240 -0.87198 0.07713  0.467
H7 -2.12530 1.10551 0.63639  0.241
H8 -4.23353 -1.93555 -0.40084  0.311
C4 4.31091 0.70807 0.13670  -0.741
H9 1.60130 1.79826 -1.15244  0.514
H10 1.81258 -0.99362 0.86025  0.586
C5 -4.75563 -1.02466 -0.12125  -1.176
C6 -2.62363 0.36946 0.00322  -0.395
H11 4.65400 1.06848 -0.83807  0.236
C7 0.61975 0.37687 0.14385  0.380
H12 -0.53683 0.55810 -1.68377  0.314
H13 5.06155 1.00413 0.87630  0.376
O2 3.31747 -1.49439 0.42430  -0.727
C8 2.96120 1.32039 0.48855  -0.598
O3 0.92638 -0.58671 1.10776  -0.638
H14 0.20525 -1.02816 -1.41081  0.387
H15 -2.92972 0.87680 -0.91691  0.245
H16 -4.45096 0.72695 1.07588  0.327
H17 3.05211 2.41152 0.55623  0.452
H18 -5.65739 -1.30223 0.42250  0.364
C9 -0.32527 -0.20441 -0.92887  -1.042
H19 -1.37105 -1.28750 0.57482  0.309
C10 1.87791 0.94093 -0.53134  -1.007


Calculated largest force on an atom, 6.83 0.80 1.21 eV Å⁻¹ (same order as the records).